[1]
Here is a cluster of 6 separate species, C46H100F3N5O3S in total at a distorted geometry from OMol25. Energies are from ωB97M-V/def2-TZVPD.

Output
- ⟨S²⟩ = 0.751
- total energy (eV) = -81873.4693
- net charge = +3
- molecular weight (g/mol) = 860.4
- E_HOMO (spin up / spin down) (eV) = -7.33 / -15.53
- frontier orbital gap (spin up / spin down) (eV) = 1.9 / 9.9
- spin multiplicity = 2
- LUMO (spin up / spin down) (eV) = -5.4 / -5.6

Each line ends with the Löwdin charge.
Geometry (Å):
H (-21.23, 26.84, -37.78)  0.0964
H (-24.97, 28.89, -40.83)  0.0927
H (-26.45, 36.32, -34.08)  0.1085
C (-20.99, 26.82, -38.84)  0.0388
H (-23.85, 34.15, -41.13)  0.0738
H (-25.21, 26.89, -35.45)  0.0833
H (-28.42, 31.49, -39.75)  0.1367
H (-18.76, 29.09, -34.13)  0.0696
H (-20.07, 31.94, -29.93)  0.0998
H (-22.00, 24.32, -37.85)  0.1210
H (-21.61, 28.05, -41.22)  0.0970
H (-18.71, 35.41, -31.19)  0.1026
C (-24.32, 35.01, -40.65)  -0.0700
H (-25.47, 25.87, -39.65)  0.0960
H (-27.68, 26.73, -35.36)  0.0991
C (-26.42, 36.29, -35.16)  -0.1598
C (-25.04, 30.11, -34.34)  -0.1064
H (-26.79, 31.45, -43.83)  0.1231
H (-23.95, 28.00, -35.58)  0.0732
C (-27.90, 27.20, -34.41)  -0.2177
H (-15.66, 34.72, -30.82)  0.1283
H (-24.50, 25.69, -41.19)  0.1049
C (-22.30, 35.79, -36.73)  0.0073
C (-19.86, 32.77, -30.61)  0.0412
H (-17.15, 33.36, -32.86)  0.1320
H (-20.85, 24.03, -39.09)  0.1203
H (-25.38, 34.81, -40.55)  0.0672
H (-29.75, 28.31, -34.83)  0.0737
H (-29.69, 27.47, -33.29)  0.0903
H (-25.25, 30.64, -35.27)  0.0934
H (-24.72, 32.22, -42.75)  0.1231
C (-21.49, 25.79, -41.07)  -0.0571
H (-21.63, 27.05, -42.70)  0.1181
C (-24.52, 25.60, -40.10)  -0.1480
C (-25.19, 27.79, -33.08)  -0.1006
C (-25.03, 27.96, -35.63)  0.0451
C (-16.67, 34.84, -30.45)  -0.2159
C (-24.44, 34.75, -36.00)  -0.0574
H (-21.82, 36.09, -35.80)  0.0880
H (-25.36, 26.71, -33.09)  0.1300
H (-20.64, 25.11, -41.06)  0.1329
H (-26.21, 30.58, -37.77)  0.0696
H (-27.47, 29.30, -35.15)  0.0963
H (-21.03, 27.79, -39.34)  0.0817
H (-23.80, 37.20, -38.50)  0.1338
H (-23.91, 30.10, -31.81)  0.1045
N (-21.97, 25.82, -39.58)  -0.2132
H (-19.78, 33.66, -29.98)  0.0856
H (-25.34, 36.30, -38.38)  0.1193
H (-23.10, 22.54, -38.92)  0.1139
C (-25.77, 31.62, -41.14)  -0.1057
C (-25.53, 29.38, -40.03)  0.0021
C (-24.42, 24.11, -39.59)  -0.1632
H (-26.14, 28.64, -42.82)  0.1084
H (-25.50, 30.51, -44.43)  0.1239
H (-26.43, 34.92, -36.85)  0.0919
H (-24.93, 23.39, -40.23)  0.1141
C (-23.77, 28.12, -32.62)  -0.1993
H (-22.33, 25.27, -41.52)  0.1108
C (-17.01, 33.64, -29.64)  -0.1809
H (-21.91, 36.51, -37.46)  0.1059
H (-22.83, 34.85, -39.16)  0.0947
C (-26.76, 29.52, -42.92)  -0.1852
H (-23.55, 37.05, -34.88)  0.1171
H (-22.21, 34.74, -36.99)  0.0752
H (-28.34, 30.49, -41.89)  0.1405
H (-24.33, 30.45, -42.29)  0.1161
C (-25.07, 31.23, -42.43)  -0.1502
H (-19.05, 26.92, -42.27)  0.0877
C (-19.72, 29.48, -33.80)  -0.1037
H (-27.42, 26.62, -33.62)  0.0992
H (-25.76, 28.31, -32.30)  0.1293
H (-23.47, 27.49, -39.80)  0.0963
H (-20.67, 30.98, -32.83)  0.0497
C (-21.87, 24.36, -38.94)  -0.0484
O (-22.61, 29.61, -37.71)  -0.3457
C (-23.90, 35.03, -39.18)  -0.2381
H (-22.40, 29.85, -32.19)  0.0853
C (-17.29, 32.35, -30.45)  -0.1286
H (-27.55, 29.13, -43.57)  0.1249
H (-26.15, 28.61, -39.57)  0.0943
H (-29.98, 26.67, -34.92)  0.0848
H (-25.45, 28.47, -36.49)  0.0840
H (-24.21, 33.84, -36.56)  0.0760
H (-20.07, 26.25, -38.93)  0.1051
H (-16.68, 35.71, -29.79)  0.1282
H (-18.79, 33.84, -33.02)  0.1054
H (-16.21, 33.47, -28.91)  0.1295
C (-18.02, 33.64, -32.27)  -0.0802
O (-23.82, 31.67, -37.60)  -0.3533
H (-16.41, 32.13, -31.04)  0.1349
S (-22.72, 30.95, -38.22)  0.4326
H (-19.72, 31.63, -34.09)  0.0900
C (-23.51, 30.19, -34.00)  -0.1707
C (-23.01, 23.42, -39.56)  -0.1354
H (-24.89, 29.70, -39.21)  0.0612
C (-26.05, 30.72, -43.51)  -0.1702
H (-27.61, 29.24, -33.55)  0.1315
H (-17.82, 33.94, -28.98)  0.1142
H (-17.50, 35.93, -32.09)  0.1190
H (-27.39, 31.76, -36.16)  0.0532
H (-22.74, 23.00, -40.53)  0.1079
H (-23.98, 34.67, -35.02)  0.0724
H (-23.29, 27.43, -33.32)  0.1076
F (-19.95, 31.08, -37.99)  0.1199
H (-18.65, 30.20, -31.45)  0.1348
C (-27.98, 31.48, -37.04)  -0.1009
F (-21.02, 32.26, -36.45)  0.0587
H (-26.34, 32.18, -38.34)  0.0983
N (-26.52, 30.43, -40.52)  -0.1913
N (-23.84, 36.02, -36.76)  -0.2086
C (-19.66, 30.96, -33.24)  -0.2016
O (-22.76, 31.02, -39.66)  -0.3405
H (-23.63, 26.50, -38.35)  0.1174
C (-25.51, 37.47, -35.70)  -0.1588
H (-24.18, 35.95, -41.19)  0.0894
H (-17.33, 31.53, -29.73)  0.1383
H (-25.88, 37.92, -36.62)  0.1047
C (-27.52, 29.82, -41.61)  -0.0741
C (-26.94, 31.29, -38.15)  -0.2348
H (-26.61, 34.16, -35.38)  0.0900
C (-23.39, 26.47, -39.42)  -0.0929
H (-28.68, 32.31, -37.14)  0.0833
C (-23.37, 29.56, -32.60)  -0.2310
C (-17.73, 35.05, -31.50)  -0.1366
H (-27.79, 28.86, -41.18)  0.1250
C (-18.57, 31.09, -32.08)  -0.0723
H (-28.16, 29.84, -39.24)  0.1186
F (-20.72, 32.92, -38.60)  0.1152
C (-20.98, 31.89, -37.77)  -0.5625
H (-20.08, 28.77, -33.05)  0.0707
H (-26.57, 32.34, -41.36)  0.1416
H (-28.60, 30.61, -36.86)  0.0718
H (-22.95, 31.11, -33.83)  0.0671
H (-25.57, 30.87, -33.75)  0.0984
C (-24.26, 36.24, -38.27)  -0.0695
C (-29.41, 27.40, -34.34)  -0.0853
C (-27.65, 30.79, -39.43)  -0.0713
H (-24.21, 34.12, -38.68)  0.0822
N (-25.66, 28.67, -34.32)  -0.1588
N (-18.48, 32.50, -31.37)  -0.2150
H (-27.47, 36.42, -35.45)  0.1129
C (-26.04, 34.97, -35.83)  -0.1646
H (-20.60, 32.84, -31.41)  0.0475
H (-17.58, 31.03, -32.52)  0.1197
H (-22.89, 29.62, -34.68)  0.0870
C (-27.24, 28.60, -34.34)  -0.1226
C (-19.77, 27.65, -41.89)  -0.1161
H (-19.26, 28.01, -40.99)  0.0776
H (-24.88, 24.13, -38.60)  0.1040
C (-21.16, 27.20, -41.73)  -0.2240
H (-20.26, 29.37, -34.73)  0.0608
H (-23.65, 27.66, -31.64)  0.1278
H (-25.04, 31.88, -40.37)  0.1029
H (-25.70, 38.40, -35.15)  0.1155
H (-23.45, 38.14, -36.29)  0.1362
H (-19.67, 28.45, -42.62)  0.0927
C (-23.99, 37.30, -35.85)  -0.0886



[2]
Here is a structure of composition C30H29FN7O4Pt at a distorted geometry from OMol25. Energies are from ωB97M-V/def2-TZVPD.

Output
- total energy (eV) = -56140.1675
- energy relative to the best compared isomer or geometry (same formula, charge and spin) (kcal per mole) = 0.96
- net charge = +3
- molecular weight (g/mol) = 765.7
- E_HOMO (eV) = -15.68
- frontier orbital gap (eV) = 6.5
- LUMO (eV) = -9.1

Each line ends with the Löwdin charge.
Geometry (Å):
C (-2.20, 7.91, -4.19)  -0.1139
F (-0.94, 6.40, -2.45)  0.0848
C (-2.48, 2.97, -4.09)  -0.0958
H (-2.09, 9.28, -5.89)  0.1421
H (-2.85, 9.94, -4.45)  0.1495
N (-4.08, 8.65, -5.61)  0.0820
C (-1.47, 5.30, -3.00)  -0.1759
H (-5.53, 2.94, -6.64)  0.1125
C (-2.30, -2.08, 0.25)  -0.0837
C (4.13, 2.36, 0.65)  0.0215
H (-5.19, 0.26, -5.14)  0.1162
H (-2.16, 1.87, 1.98)  0.1542
C (4.01, 1.61, -0.51)  0.0010
H (-1.48, 0.91, 3.28)  0.1531
H (-2.67, 7.94, -3.20)  0.1387
C (-1.90, 0.50, -2.96)  -0.0303
C (-2.24, 5.40, -4.19)  -0.1125
H (-1.74, -2.65, -0.48)  0.1155
C (-3.59, -0.60, 2.15)  0.0271
O (-0.41, -1.03, -1.85)  -0.2160
H (-5.15, 0.46, -6.94)  0.1225
H (2.21, -3.52, -0.32)  0.1576
H (-4.52, 9.44, -6.08)  0.1925
O (0.49, 2.59, 2.96)  0.1505
C (-3.55, -2.48, 0.66)  0.0050
H (-4.06, -0.02, 2.93)  0.1409
H (2.67, 0.39, -1.69)  0.1321
N (-1.73, -0.96, 0.72)  -0.0213
H (-3.18, 2.00, -6.74)  0.1628
C (3.03, 2.47, 1.50)  0.0607
O (-2.40, -1.76, -2.57)  0.1324
H (-5.53, 2.70, -4.83)  0.1193
H (-1.13, 8.08, -4.05)  0.1397
N (-2.98, 1.79, -4.64)  0.0344
C (-3.95, 7.48, -6.57)  -0.0580
H (-3.99, -3.37, 0.24)  0.1347
C (-2.35, -0.23, 1.68)  -0.2174
C (-2.74, 9.04, -5.05)  -0.0770
N (-2.50, 6.61, -4.81)  -0.0662
C (-4.95, 0.90, -5.97)  -0.0646
H (-4.84, 6.87, -6.45)  0.1388
N (1.76, 1.09, 0.03)  -0.0425
Pt (0.02, -0.09, -0.05)  1.6357
C (1.12, -1.69, 0.00)  -0.1481
C (-2.75, 4.21, -4.69)  0.0728
C (-1.41, 1.64, -2.30)  -0.2580
C (2.81, 0.98, -0.80)  -0.0744
C (-4.21, -1.72, 1.62)  0.0115
H (-3.06, -0.27, -4.57)  0.1619
C (-2.68, 6.70, -6.26)  -0.1214
H (-4.69, 8.39, -4.84)  0.1887
C (-5.17, 2.37, -5.79)  -0.0817
H (3.06, 3.04, 2.42)  0.1461
H (-5.20, -2.00, 1.95)  0.1349
H (5.06, 2.84, 0.90)  0.1364
H (-3.93, 7.87, -7.59)  0.1454
O (-0.73, 1.61, -1.22)  -0.1091
C (-1.60, 0.95, 2.19)  -0.1064
H (-1.81, 7.19, -6.70)  0.1413
H (-0.60, 4.09, -1.50)  0.1424
C (-3.78, 1.82, -5.86)  -0.2453
H (-2.75, 5.72, -6.71)  0.1268
C (0.64, 1.86, 2.01)  -0.4607
H (4.84, 1.49, -1.20)  0.1306
C (-1.22, 4.11, -2.39)  0.0941
C (-1.61, -0.86, -2.42)  -0.5449
N (1.70, -2.66, -0.19)  0.3005
C (-2.67, 0.62, -4.08)  0.0769
C (-1.71, 2.91, -2.92)  -0.0505
H (-3.39, 4.22, -5.56)  0.1041
N (-0.30, 0.99, 1.54)  -0.1387
C (1.87, 1.82, 1.16)  -0.1579